{
  "formula": "C13H44O9",
  "method": "wB97M-V/def2-TZVPD",
  "relative_energy_kcal_mol": 89.6,
  "smiles": "CCO.CCO.CCO.CCO.CO.CO.CO.CO.CO",
  "multiplicity": 1,
  "largest_force_ev_per_a": 3.03,
  "lumo_ev": 0.337,
  "homo_energy_ev": -9.30,
  "species": ["C", "O", "H", "H", "H", "H", "C", "O", "H", "H", "H", "H", "C", "O", "H", "H", "H", "H", "C", "O", "H", "H", "H", "H", "C", "O", "H", "H", "H", "H", "C", "C", "O", "H", "H", "H", "H", "H", "H", "C", "C", "O", "H", "H", "H", "H", "H", "H", "C", "C", "O", "H", "H", "H", "H", "H", "H", "C", "C", "O", "H", "H", "H", "H", "H", "H"],
  "coordinates": [[1.2494, -18.7011, 8.1225], [0.3772, -19.6865, 7.5688], [1.9855, -19.1643, 8.7796], [1.7915, -18.1890, 7.3275], [0.6867, -18.0306, 8.7719], [-0.1974, -19.9982, 8.2719], [7.4237, -14.5858, 4.0091], [6.5321, -13.7553, 4.7317], [7.7470, -14.2889, 3.0114], [8.2650, -14.9843, 4.5762], [6.7863, -15.4564, 3.8544], [5.9226, -13.3708, 4.0974], [0.6086, -16.0129, 1.7460], [0.8801, -15.1653, 0.6369], [1.4942, -16.5042, 2.1492], [0.0778, -15.4653, 2.5247], [-0.0672, -16.7778, 1.3633], [1.3992, -15.6230, -0.0284], [6.4262, -14.9111, 7.9984], [7.3991, -14.1984, 7.3290], [6.1412, -15.8117, 7.4545], [6.7658, -15.1790, 8.9989], [5.5268, -14.3120, 8.1414], [7.0016, -13.9222, 6.5000], [3.0408, -18.0872, 0.2460], [2.3904, -17.0463, -0.4967], [2.4107, -18.9763, 0.2212], [4.0716, -18.3300, -0.0121], [3.1456, -17.7756, 1.2853], [2.7035, -17.0190, -1.4038], [3.6145, -16.3724, 10.3209], [3.0811, -16.3749, 11.7315], [1.7033, -16.5283, 11.6823], [4.6065, -15.9209, 10.3183], [3.0281, -15.7897, 9.6104], [3.7224, -17.4172, 10.0295], [3.3073, -15.4099, 12.1851], [3.6078, -17.1294, 12.3157], [1.2854, -15.6919, 11.4647], [4.8512, -14.8822, 1.4564], [4.0339, -13.6599, 1.8391], [4.8295, -12.8965, 2.7270], [4.2864, -15.5001, 0.7584], [5.1069, -15.5126, 2.3080], [5.8232, -14.5241, 1.1172], [3.1380, -14.0048, 2.3553], [3.6716, -13.0847, 0.9871], [4.4754, -12.0126, 2.6044], [2.8472, -16.2302, 4.4439], [3.9143, -15.9319, 5.5379], [3.2530, -16.0391, 6.8393], [2.3962, -17.2198, 4.5169], [3.3211, -16.1774, 3.4637], [1.9704, -15.5852, 4.3867], [4.1463, -14.8695, 5.4623], [4.7690, -16.5946, 5.4021], [2.5907, -15.3456, 6.7952], [1.5798, -12.4495, 5.1600], [0.7273, -13.3961, 6.0516], [1.5288, -13.9966, 7.0080], [0.9941, -11.9594, 4.3823], [2.4640, -12.8922, 4.7014], [1.9078, -11.6698, 5.8475], [0.2446, -14.1247, 5.4002], [-0.1035, -12.8826, 6.5355], [1.4306, -13.4484, 7.7898]]
}

---

{
  "formula": "C3H4O2",
  "method": "wB97M-V/def2-TZVPD",
  "relative_energy_kcal_mol": 89.9,
  "multiplicity": 1,
  "largest_force_ev_per_a": 3.08,
  "lumo_ev": 0.750,
  "homo_energy_ev": -9.42,
  "species": ["O", "C", "C", "O", "C", "H", "H", "H", "H"],
  "coordinates": [[1.5231, -1.3668, -0.6251], [0.7550, -0.4527, -0.4429], [-0.1944, -0.8179, 0.6372], [-0.9902, 0.6667, 0.5474], [-0.2546, 1.2252, -0.4566], [0.3148, -0.9792, 1.6072], [-0.8213, -1.6919, 0.3649], [-0.7442, 1.3517, -1.4371], [0.4119, 2.0648, -0.1949]]
}